Below is the molecule C6H13N, with properties calculated with ωB97M-V/def2-TZVPD.

Calculated total energy = -290.9302 a.u.
Relative energy (zero: lowest compared OMol25 entry of this formula, charge and spin) = 600.0 kJ/mol
Total charge = 0
E_LUMO = -0.056 hartree

Structure (XYZ):
```
20
Properties=species:S:1:pos:R:3:forces:R:3:mulliken_charge:R:1
C 2.5159 -1.1665 0.3087 1.3 1.5 1.4 -0.95
N 2.1828 0.1759 -0.0928 -0.5 -2.0 -2.0 -0.56
C 0.9372 0.5551 0.1971 2.2 3.4 0.8 0.60
C -0.3414 -0.5535 0.2555 -2.4 1.6 -2.1 -0.59
C -1.6228 -0.0308 0.6285 0.9 -3.6 1.0 -0.27
C -2.7210 -0.2783 -0.3792 -1.0 1.4 0.3 -1.23
C 0.5570 1.7792 -0.6263 -2.2 0.8 1.1 -1.33
H 2.1089 -1.8562 -0.4418 -0.2 -0.2 0.3 0.31
H 3.6064 -1.2375 0.3391 0.0 -0.3 -0.5 0.31
H 2.2429 -1.3706 1.3567 -0.5 -0.5 -0.2 0.34
H -2.7085 -1.2895 -0.7776 0.3 -0.1 -0.2 0.31
H 0.9642 0.8545 1.2621 -0.8 -0.6 0.4 0.25
H -0.5548 -0.4651 -0.8168 1.2 -1.2 -0.4 0.24
H 0.1840 -1.4276 0.6038 -0.2 -0.2 0.5 0.50
H -1.9230 -0.3665 1.6256 -0.1 1.0 0.3 0.29
H -2.7765 0.4583 -1.1881 0.4 -0.2 -0.2 0.33
H -3.7022 -0.1703 0.0901 0.1 0.0 0.2 0.39
H 0.3605 1.5791 -1.6755 0.7 0.0 -0.2 0.30
H 1.1173 2.6796 -0.3993 0.9 -0.3 -0.5 0.37
H -0.4270 2.1307 -0.2697 -0.1 -0.3 0.0 0.39
```
Positions in Å, forces in eV/Å.